(1)
{"formula": "C19H19Cl3MnN4STe", "method": "ωB97M-V with the def2-TZVPD basis set", "charge": 2, "lumo_energy_ha": [-0.222, -0.240], "relative_energy_kj_mol": 185.8, "gap_ev": [6.3, 5.8], "multiplicity": 6, "elements": ["C", "H", "C", "Cl", "S", "C", "C", "H", "H", "H", "H", "C", "C", "H", "H", "C", "N", "Te", "Mn", "C", "H", "C", "C", "N", "C", "C", "N", "H", "H", "H", "N", "C", "C", "H", "H", "C", "C", "C", "H", "H", "C", "H", "C", "Cl", "H", "Cl", "H", "H"], "coordinates": [[2.562538, 3.945864, -3.316290], [2.943385, 4.125211, -5.399028], [4.776390, -3.975423, -2.205102], [-0.442192, -4.448222, 3.304061], [0.850748, 1.121217, -1.191141], [-4.312840, 1.825703, 2.188798], [-0.112127, -2.759487, 3.705554], [1.025069, 0.516260, -4.042769], [5.667980, -4.479980, -1.847009], [2.073443, 3.507247, -1.379641], [-4.910753, -1.338347, 1.128775], [1.535112, 1.941597, -2.544327], [3.252955, -2.237479, -1.288497], [-7.671565, 1.594362, 2.566660], [-3.146806, 3.169921, 3.414533], [-5.111204, -0.344739, 1.513065], [4.279183, -3.084324, -1.162983], [-1.351308, 1.755589, 1.943259], [1.380808, -0.381922, 0.286258], [-6.405650, 0.029096, 1.825680], [2.673256, -2.117664, -2.189505], [2.543032, 3.507175, -4.609811], [-2.651575, 0.140091, 1.360818], [3.051069, -1.567833, -0.157364], [-3.187996, 2.798820, 2.392313], [-5.619228, 2.196671, 2.498517], [0.309953, -1.427198, 1.520142], [5.026570, -3.407696, -3.098507], [-5.819644, 3.188753, 2.884447], [-2.369596, -0.762672, 1.902305], [2.066525, 3.166291, -2.333649], [1.478182, 1.478413, -3.858111], [4.768194, -2.962284, 0.111278], [-3.269619, 3.659083, 1.729893], [-2.527235, -0.051399, 0.293632], [1.982750, 2.254154, -4.880791], [0.123915, -2.027967, 2.477012], [4.004134, -2.023760, 0.730531], [4.024671, -4.719926, -2.459308], [2.954237, 4.910255, -3.027273], [-6.659826, 1.302919, 2.318944], [1.940516, 1.899220, -5.902083], [-4.058296, 0.549228, 1.691357], [-1.497041, -2.007457, 4.516442], [4.082543, -1.644401, 1.735352], [1.356295, -2.611373, 4.693704], [-7.218238, -0.671923, 1.689491], [5.609287, -3.529663, 0.470369]], "forces_ev_per_a": [[0.0305, 0.1137, -0.0824], [-0.0079, 0.0300, 0.0237], [0.0354, -0.1665, -0.2458], [0.0603, 0.2491, -0.0554], [-1.0759, 1.3119, -0.9153], [0.0680, -0.2893, -0.0795], [-0.3159, -0.4685, 1.0170], [0.0072, 0.0014, -0.0357], [0.0000, 0.0253, 0.0393], [0.0017, 0.0277, 0.0149], [-0.0178, 0.0026, 0.0010], [0.3404, -0.1441, -0.1762], [-0.0253, 0.1051, 0.0999], [0.0075, 0.0144, -0.0014], [0.0553, -0.0825, 0.0130], [0.0179, 0.0070, -0.0089], [-0.1288, 0.1321, -0.0545], [-0.5041, -0.1456, 0.1402], [1.5629, -0.2072, -0.4809], [-0.0209, -0.0325, -0.0029], [0.0521, -0.0661, -0.0316], [-0.0579, -0.1406, -0.0826], [0.3362, -0.1608, -0.1638], [-0.0557, -0.0934, 0.0921], [0.2205, 0.3508, 0.0424], [-0.0144, -0.0052, 0.0022], [-0.6137, -0.8184, 1.1592], [0.0337, 0.0467, 0.0559], [0.0076, -0.0046, 0.0057], [-0.0537, 0.0233, 0.0124], [0.0223, -0.0786, -0.0541], [0.0046, -0.0215, 0.1746], [0.0136, 0.1141, 0.2088], [0.0342, -0.0518, -0.0411], [-0.0427, 0.0136, 0.0152], [0.0540, 0.1625, 0.0055], [-0.0377, 0.2521, -0.4252], [0.0655, -0.0814, -0.0099], [-0.0035, -0.0015, 0.0844], [-0.0067, -0.0279, 0.0917], [-0.0149, -0.0018, -0.0025], [-0.0102, -0.0330, 0.0122], [-0.1004, 0.2539, 0.1459], [0.2326, -0.0837, -0.2109], [0.0253, -0.0233, -0.0057], [-0.1750, 0.0160, -0.2158], [0.0032, 0.0062, -0.0039], [-0.0093, -0.0300, -0.0711]]}

---

(2)
{"formula": "C19H19ClFNO2", "method": "ωB97M-V with the def2-TZVPD basis set", "charge": 0, "lumo_energy_ha": 0.018, "relative_energy_kj_mol": 45.4, "gap_ev": 9.0, "multiplicity": 1, "smiles": "COc1ccc([C@H]2CN(C)C[C@@H]2C(=O)c2ccc(F)cc2)cc1Cl", "elements": ["O", "C", "C", "H", "H", "C", "H", "C", "O", "H", "C", "H", "C", "H", "H", "C", "C", "C", "H", "H", "H", "H", "H", "N", "C", "H", "C", "C", "C", "C", "H", "H", "H", "F", "H", "H", "H", "Cl", "C", "C", "C", "C", "C"], "coordinates": [[-2.885652, -2.842027, -0.943781], [0.679261, 2.077956, -0.353567], [-1.710802, -1.252593, 0.573055], [-4.305448, -2.847777, 0.577518], [-1.635501, 4.043126, 1.179681], [-1.208864, 3.314480, 0.508681], [1.525216, -2.468080, -1.129868], [0.143617, 3.038066, 0.505801], [2.922467, 2.660441, 0.092740], [-4.827579, -3.263829, -1.071016], [3.161572, -1.495328, 0.978888], [-4.504625, -1.566187, -0.650997], [-1.798584, -2.224589, -0.423556], [5.383633, -2.861012, 0.397626], [0.809138, 3.555741, 1.180290], [-4.196492, -2.599885, -0.480320], [2.139243, 1.802801, -0.244867], [-0.164988, 1.418636, -1.244570], [6.067364, -1.638191, -0.685064], [4.529087, 0.736769, 0.316429], [-0.450018, 0.013109, 1.719835], [1.855932, 0.122947, 1.586818], [5.886921, -1.282850, 1.049627], [4.105853, -1.312623, -0.111269], [0.701600, -1.153306, 0.348654], [-0.669691, -3.401121, -1.774979], [4.044381, 0.099374, -0.441848], [-0.594569, -2.646315, -1.008008], [-0.474590, -0.740792, 0.947154], [2.006927, -0.510126, 0.707952], [-2.180884, 1.200028, -1.954493], [4.517947, 0.283632, -1.407216], [2.819312, -2.532459, 1.000669], [-3.343476, 2.894594, -0.389565], [2.128103, -0.008384, -1.402246], [3.623134, -1.265643, 1.953970], [0.225113, 0.698835, -1.946051], [-3.075999, -0.563873, 1.410893], [-1.517762, 1.699077, -1.265842], [5.432149, -1.793688, 0.185469], [0.624014, -2.126208, -0.644110], [-2.023648, 2.633589, -0.379393], [2.543246, 0.364691, -0.465625]], "forces_ev_per_a": [[0.2317, -0.0027, -0.0532], [-0.2056, 0.3990, 0.0526], [-0.1370, -0.0938, -0.0320], [0.0003, 0.0270, -0.0997], [-0.0656, 0.0601, 0.0588], [-0.2139, -0.0286, -0.0452], [0.1444, -0.0774, -0.1011], [0.0773, -0.1413, -0.1093], [0.0441, 0.0431, 0.0808], [0.0296, 0.0506, 0.0532], [0.0097, -0.1267, 0.0892], [0.0207, -0.1103, 0.0203], [0.2564, 0.0592, -0.0075], [0.1008, -0.0471, 0.0139], [0.0563, 0.0454, 0.0459], [-0.4542, -0.0429, 0.0311], [-0.0499, -0.2669, -0.2485], [0.1397, 0.2015, 0.0859], [0.1050, -0.0500, 0.0075], [-0.0119, -0.0286, -0.0421], [-0.0213, 0.1112, 0.0548], [0.0058, -0.0399, -0.0405], [-0.0161, 0.0130, 0.0159], [-0.1670, 0.0939, -0.0332], [-0.2768, 0.0148, 0.2997], [-0.0101, -0.0966, -0.0902], [-0.1035, 0.1285, -0.1048], [-0.1442, 0.0470, 0.0041], [0.2577, -0.2566, -0.0651], [-0.0083, -0.0868, -0.1125], [-0.0926, -0.0405, -0.0633], [0.0437, 0.0742, 0.0295], [-0.0042, 0.0276, 0.1226], [0.1131, -0.0290, 0.0098], [-0.0232, -0.0012, 0.0148], [0.0001, -0.0081, -0.0292], [0.0338, -0.1426, -0.0242], [-0.0462, 0.0951, 0.0853], [-0.2224, 0.1389, 0.0209], [-0.0448, -0.0356, -0.0771], [-0.1333, 0.0424, 0.1015], [0.1790, -0.0686, -0.0475], [0.6024, 0.1493, 0.1283]]}